Record 1
Below is 6 unconnected molecules or ions with the total composition C26H49IO9 in a non-equilibrium geometry, with properties calculated with ωB97M-V/def2-TZVPD.

The spin multiplicity is 1. The calculation puts the HOMO energy at -9.3 eV. As for the lowest unoccupied orbital energy: 0.3 eV. The charge is 0. Its structure (SMILES) is CC[C@@H](I)OC(=O)OCC=O.C1CCOC1.C1CCOC1.C1CCOC1.C1CCOC1.C1CCOC1.

Last column: Löwdin charge in e.
Element x y z (Å)
C1 3.3436 -2.9748 -0.4997  -0.071
C2 2.2952 -1.9670 0.0003  -0.255
C3 0.8519 -2.2517 -0.4323  -0.686
I1 0.3359 -0.9918 -2.1354  0.894
O1 0.6669 -3.6151 -0.7600  -0.057
C4 -0.0533 -4.4565 0.0398  -0.533
O2 0.2772 -5.6000 0.1806  0.178
O3 -1.1610 -3.9512 0.6339  0.008
C5 -2.0753 -3.1890 -0.1707  -0.127
C6 -3.4622 -3.4335 0.3578  -0.189
O4 -4.4395 -3.2933 -0.3453  0.066
H1 4.1377 -2.4592 -1.0373  0.072
H2 2.9228 -3.7237 -1.1608  0.071
H3 3.8098 -3.4897 0.3385  0.074
H4 2.2961 -1.9077 1.0881  0.096
H5 2.5638 -0.9737 -0.3520  0.074
H6 0.1605 -1.9470 0.3431  0.040
H7 -2.0492 -3.4895 -1.2168  0.148
H8 -1.8552 -2.1250 -0.0945  0.091
H9 -3.5513 -3.6564 1.4336  0.137
C7 -0.9882 -1.1051 4.2193  -0.154
C8 -0.5664 0.3622 4.3080  -0.155
C9 0.9123 0.2807 3.9513  -0.182
O5 1.0408 -0.8206 3.0403  -0.160
C10 -0.1617 -1.5855 3.0354  -0.214
H10 -2.0574 -1.2482 4.0714  0.112
H11 -0.6932 -1.6388 5.1254  0.110
H12 -1.1057 0.9552 3.5661  0.114
H13 -0.7350 0.8059 5.2874  0.113
H14 1.5244 0.0751 4.8346  0.106
H15 1.2867 1.1836 3.4689  0.121
H16 -0.6935 -1.4101 2.0919  0.100
H17 0.0933 -2.6461 3.0945  0.123
C11 -4.9193 -0.5012 -2.1525  -0.168
C12 -4.6415 0.2707 -3.4421  -0.160
C13 -4.4994 1.6962 -2.9232  -0.195
O6 -3.9605 1.5861 -1.6007  -0.146
C14 -4.0226 0.2286 -1.1629  -0.213
H18 -4.6936 -1.5632 -2.2124  0.094
H19 -5.9670 -0.3935 -1.8641  0.118
H20 -3.6996 -0.0646 -3.8831  0.112
H21 -5.4232 0.1707 -4.1933  0.111
H22 -5.4714 2.1979 -2.8697  0.122
H23 -3.8311 2.3091 -3.5278  0.096
H24 -3.0086 -0.1921 -1.1637  0.083
H25 -4.4049 0.2053 -0.1412  0.117
C15 2.9679 2.9618 -4.1570  -0.157
C16 2.3494 3.8786 -3.1029  -0.178
C17 2.0112 2.8860 -1.9976  -0.205
O7 2.9991 1.8578 -2.0720  -0.170
C18 3.7370 1.9750 -3.2886  -0.203
H26 3.6073 3.4804 -4.8698  0.112
H27 2.1833 2.4448 -4.7142  0.111
H28 3.0877 4.6022 -2.7513  0.123
H29 1.4769 4.4257 -3.4555  0.041
H30 1.0216 2.4409 -2.1522  0.090
H31 2.0382 3.3271 -1.0007  0.121
H32 4.7430 2.3449 -3.0622  0.118
H33 3.8260 0.9863 -3.7407  0.116
C19 3.3433 -3.6660 5.9622  -0.164
C20 2.2396 -3.5336 7.0108  -0.168
C21 2.4659 -2.1143 7.5163  -0.205
O8 2.9793 -1.3734 6.4082  -0.154
C22 3.3547 -2.2692 5.3560  -0.198
H34 3.1530 -4.4413 5.2220  0.112
H35 4.2991 -3.8809 6.4447  0.113
H36 1.2585 -3.6160 6.5373  0.108
H37 2.2971 -4.2757 7.8053  0.110
H38 3.1991 -2.0942 8.3297  0.116
H39 1.5511 -1.6337 7.8662  0.114
H40 2.6239 -2.1813 4.5450  0.102
H41 4.3327 -1.9760 4.9738  0.120
C23 -0.6689 4.9975 -5.2537  -0.152
C24 -0.5250 4.3539 -3.8756  -0.187
C25 -1.9320 4.5089 -3.3150  -0.181
O9 -2.8162 4.4504 -4.4383  -0.149
C26 -2.0700 4.5525 -5.6520  -0.199
H42 0.0900 4.6821 -5.9681  0.113
H43 -0.6270 6.0853 -5.1681  0.118
H44 -0.2725 3.2956 -3.9773  0.118
H45 0.2295 4.8257 -3.2479  0.084
H46 -2.0589 5.4768 -2.8188  0.123
H47 -2.2002 3.7203 -2.6104  0.111
H48 -2.0509 3.5731 -6.1430  0.118
H49 -2.5716 5.2596 -6.3133  0.117


Record 2
Below is a molecular structure, C10H27Cl2O2P2STi in a non-equilibrium geometry, with properties calculated with ωB97M-V/def2-TZVPD.

The spin multiplicity is 2. The calculation puts the HOMO energy (spin up / spin down) at -15.2 / -16.0 eV. As for the lowest unoccupied orbital energy (spin up / spin down): -7.4 / -7.1 eV. The charge is +2.

Last column: Mulliken spin population.
Element x y z (Å)
C1 -2.0142 -5.2171 2.1506  0.000
C2 -1.2517 -3.9808 1.7539  0.000
H1 -2.0713 -5.2108 3.2431  0.000
H2 -1.4992 -6.1276 1.8101  0.000
H3 -3.0258 -5.2091 1.7237  0.000
O1 -0.7050 -3.1796 2.4869  0.000
Cl1 -1.1703 -3.7021 -0.0124  0.002
Ti1 -0.0412 0.0498 -0.3484  1.048
P1 2.1318 -1.1128 0.1615  -0.041
C3 3.3636 -0.2801 1.2365  0.006
C4 2.2489 -2.8320 0.7031  0.000
H4 3.2963 -3.1648 0.6657  0.000
H5 3.9797 -1.6483 -1.2815  0.000
H6 1.6251 -3.4618 0.0650  0.000
H7 2.4392 -1.5833 -2.2159  0.001
H8 3.0285 -0.3828 2.2791  0.000
H9 1.8636 -2.9058 1.7250  0.001
C5 3.0415 -1.0982 -1.4326  0.001
H10 4.3509 -0.7547 1.1161  0.000
H11 3.2684 -0.0689 -1.7506  -0.001
H12 3.4413 0.7850 0.9867  0.000
P2 -2.3519 0.8918 0.1178  -0.038
C6 -2.6560 2.3562 1.1749  0.007
C7 -2.9055 1.5628 -1.4940  0.000
H13 -3.6085 -1.1792 0.0601  0.000
H14 -4.6671 0.2440 0.3721  -0.001
H15 -3.6291 -0.4231 1.6791  0.001
C8 -3.7000 -0.2294 0.6000  0.001
H16 -2.8108 0.7998 -2.2784  0.001
H17 -3.9512 1.8772 -1.3911  0.000
H18 -3.6842 2.7225 1.0340  -0.001
H19 -1.9495 3.1553 0.9260  0.000
H20 -2.2886 2.4271 -1.7725  0.000
H21 -2.5115 2.0633 2.2243  0.000
Cl2 -0.3909 -0.8256 -2.4008  -0.002
C9 2.6613 3.1253 -1.8946  0.002
S1 1.5730 3.0749 -0.4496  0.002
C10 0.4471 4.3627 -1.0298  0.004
O2 0.7245 1.7155 -0.6607  0.009
H22 3.0176 4.1571 -2.0196  0.000
H23 2.1490 2.7881 -2.8046  0.000
H24 3.5360 2.5001 -1.6812  0.000
H25 -0.0854 4.0700 -1.9479  0.000
H26 -0.2588 4.5837 -0.2190  -0.001
H27 1.0405 5.2658 -1.2100  0.001


Record 3
Below is a single C4H10N2S molecule in a non-equilibrium geometry, with properties calculated with ωB97M-V/def2-TZVPD.

The spin multiplicity is 1. The calculation puts the HOMO energy at -8.4 eV. As for the lowest unoccupied orbital energy: 0.5 eV. The charge is 0. The value obtained for the energy relative to the best compared isomer or geometry (same formula, charge and spin) is 34.4 kJ/mol. Its structure (SMILES) is C[C@@H](CN)NC=S.

Last column: Löwdin charge in e.
Element x y z (Å)
C1 0.9037 -0.6271 -1.4548  -0.083
C2 0.2733 -0.5881 -0.0863  -0.404
C3 1.0249 0.5345 0.7557  -0.245
C4 -1.9316 0.5798 -0.4373  -0.697
H1 0.5974 -1.5174 -2.0104  0.075
H2 2.0298 -0.6192 -1.4382  0.099
H3 0.5396 0.2474 -2.0166  0.061
H4 0.4101 -1.6063 0.3709  0.147
H5 0.9287 1.4583 0.1809  0.065
H6 2.0901 0.2735 0.7925  0.111
H7 0.5550 -0.2114 2.5733  0.072
H8 -0.5685 0.8082 1.9008  0.030
H9 -1.6509 -1.3525 0.1707  0.163
H10 -2.9559 0.3017 -0.3310  0.051
N1 0.4077 0.6905 2.0941  0.003
N2 -1.1668 -0.4648 -0.1007  -0.052
S1 -1.4866 2.0930 -0.9635  0.602


Record 4
Below is 2 unconnected molecules or ions with the total composition H2N2O3S in a non-equilibrium geometry, with properties calculated with ωB97M-V/def2-TZVPD.

The spin multiplicity is 1. The calculation puts the HOMO energy (spin up / spin down) at -9.7 / -9.8 eV. As for the lowest unoccupied orbital energy (spin up / spin down): -2.3 / -2.4 eV. The charge is 0. The value obtained for the energy relative to the best compared isomer or geometry (same formula, charge and spin) is 358.4 kJ/mol. Its structure (SMILES) is O=[N+]([O-])O.N=S.

Last column: Löwdin charge in e.
Element x y z (Å)
N1 1.7043 -0.2283 0.4899  -0.499
N2 -1.4514 0.2793 -0.3658  -0.517
O1 -0.5570 1.2042 0.0479  0.067
O2 -2.4635 0.7119 -0.7989  0.124
O3 -1.1911 -0.8833 -0.1888  0.057
S1 2.4029 -0.9875 -0.6711  0.726
H1 1.2924 -0.6340 1.2563  -0.028
H2 0.2633 0.5377 0.2304  0.070


| no. | electronic energy (eV) |
| --- | --- |
| 1 | -54281.22471 |
| 2 | -92463.71335 |
| 3 | -18125.22775 |
| 4 | -19984.17572 |